1.
Density functional theory data (ωB97M-V/def2-TZVPD) for a single C22H31N3O molecule.

Structure (XYZ):
```
57
Properties=species:S:1:pos:R:3:lowdin_charge:R:1
C -4.8667 -3.8466 -0.3519 -0.058
C -4.2186 -2.5100 -0.1483 -0.288
C -3.1861 -2.3775 0.7891 -0.049
C -2.5455 -1.1812 1.0231 -0.012
C -2.9282 -0.0561 0.2958 -0.103
C -2.5417 1.3323 0.2649 -0.060
C -1.4895 2.0356 0.9731 -0.351
O -1.4530 3.2533 1.0535 0.063
C -0.3785 1.2140 1.6112 -0.123
N 0.1018 0.1565 0.7494 -0.177
C 1.0970 -0.6682 1.4127 -0.179
C 1.8573 -1.4881 0.3739 -0.156
N 2.6345 -0.6619 -0.5402 -0.132
C 4.0773 -0.7500 -0.3828 -0.334
C 4.7965 -0.1388 -1.5878 -0.160
C 6.2922 -0.4307 -1.5119 -0.203
C 6.8799 0.1412 -0.2252 -0.211
C 6.1547 -0.4268 0.9908 -0.203
C 4.6575 -0.1438 0.9078 -0.155
C 2.0818 0.6759 -0.6682 -0.166
C 0.5595 0.6107 -0.5585 -0.141
C -3.3767 1.9538 -0.6546 -0.216
C -3.4316 3.3698 -1.0891 -0.005
N -4.2188 1.0339 -1.1900 0.137
C -3.9846 -0.1962 -0.6306 -0.190
C -4.6280 -1.4020 -0.8652 0.016
H -4.1313 -4.5770 -0.6874 0.080
H -5.6595 -3.7875 -1.0933 0.071
H -5.2916 -4.2094 0.5833 0.080
H -2.8886 -3.2536 1.3479 0.109
H -1.7600 -1.1275 1.7545 0.089
H -0.7771 0.7607 2.5260 0.133
H 0.4177 1.9205 1.9123 0.133
H 0.5861 -1.3389 2.1127 0.117
H 1.8108 -0.0596 1.9960 0.116
H 2.5138 -2.2001 0.8779 0.120
H 1.1256 -2.0605 -0.2100 0.122
H 4.3024 -1.8251 -0.3778 0.148
H 4.3723 -0.5523 -2.5039 0.119
H 4.6468 0.9419 -1.5993 0.113
H 6.7979 0.0039 -2.3769 0.107
H 6.4548 -1.5107 -1.5371 0.113
H 7.9451 -0.0917 -0.1647 0.107
H 6.7754 1.2288 -0.2330 0.113
H 6.5637 0.0094 1.9052 0.108
H 6.3157 -1.5069 1.0357 0.114
H 4.4964 0.9362 0.9144 0.114
H 4.1546 -0.5695 1.7792 0.107
H 2.4619 1.3741 0.0959 0.121
H 2.3516 1.0732 -1.6507 0.119
H 0.1801 -0.0862 -1.3141 0.129
H 0.1376 1.5956 -0.7674 0.123
H -4.2374 3.8897 -0.5694 0.095
H -2.5022 3.8700 -0.8322 0.073
H -3.6119 3.4391 -2.1615 0.082
H -4.9124 1.2295 -1.8935 0.166
H -5.4312 -1.4682 -1.5854 0.113
```

F_max, eV Å⁻¹: 0.69
HOMO-LUMO gap, eV: 8.60
DFT total energy, eV: -29835.515
Structure (SMILES): Cc1ccc2c(C(=O)CN3CCN(C4CCCCC4)CC3)c(C)[nH]c2c1
Total charge: 0
HOMO energy, eV: -7.829

2.
Density functional theory data (ωB97M-V/def2-TZVPD) for a single C22H31N3O3 molecule at a distorted geometry.

Structure (XYZ):
```
59
Properties=species:S:1:pos:R:3:lowdin_charge:R:1
O -0.9163 1.1453 -2.9404 0.036
C -0.8884 -0.0202 -3.3203 -0.424
C 0.4500 -0.7064 -3.5660 -0.088
C 1.5353 0.0689 -2.8113 -0.092
C 1.2018 0.0160 -1.3655 -0.356
N 0.8361 -1.0332 -0.7040 0.098
N 0.5522 -0.6272 0.5545 0.103
C 0.7493 0.6481 0.5942 -0.351
C 0.5782 1.5414 1.7581 -0.103
C 1.9429 1.9570 2.3224 -0.186
C 1.8268 2.6971 3.6532 -0.191
C 1.3761 1.7972 4.8137 -0.159
C 2.3435 0.6705 5.0415 -0.248
C 3.4958 0.8780 5.7897 -0.047
C 4.4132 -0.1407 5.9738 -0.088
C 4.1917 -1.3844 5.4069 -0.098
C 3.0474 -1.6020 4.6594 -0.080
C 2.1295 -0.5820 4.4787 -0.049
O 1.1789 1.1218 -0.5982 0.155
N -2.0238 -0.7146 -3.5271 -0.001
C -2.0999 -2.1121 -3.8954 -0.139
C -3.1386 -2.3333 -4.9946 -0.170
C -4.4959 -1.8088 -4.5461 -0.198
C -4.3588 -0.3300 -4.2047 -0.141
C -3.2825 -0.0776 -3.1453 -0.270
C -3.7302 -0.4954 -1.7353 -0.111
C -2.6681 -0.2196 -0.6599 -0.263
O -2.3201 1.1332 -0.5419 -0.063
H 0.4373 -1.7233 -3.1767 0.108
H 0.6640 -0.7218 -4.6365 0.131
H 1.5554 1.1130 -3.1235 0.126
H 2.5120 -0.3858 -2.9877 0.126
H 0.0031 0.9907 2.4998 0.113
H 0.0122 2.4220 1.4496 0.133
H 2.5602 1.0666 2.4617 0.112
H 2.4423 2.6011 1.5950 0.118
H 2.8045 3.1170 3.9005 0.111
H 1.1218 3.5247 3.5491 0.113
H 0.3829 1.3975 4.6067 0.107
H 1.3097 2.4100 5.7157 0.115
H 3.6729 1.8472 6.2352 0.112
H 5.3031 0.0356 6.5611 0.100
H 4.9080 -2.1805 5.5489 0.098
H 2.8674 -2.5685 4.2120 0.103
H 1.2414 -0.7644 3.8908 0.110
H -1.1307 -2.4536 -4.2527 0.113
H -2.3700 -2.7050 -3.0126 0.135
H -3.1901 -3.3987 -5.2229 0.113
H -2.8251 -1.8050 -5.8975 0.118
H -4.8406 -2.3693 -3.6758 0.108
H -5.2328 -1.9389 -5.3403 0.111
H -5.3067 0.0698 -3.8431 0.117
H -4.0887 0.2153 -5.1121 0.121
H -3.0805 0.9990 -3.1224 0.148
H -3.9769 -1.5569 -1.7035 0.108
H -4.6284 0.0740 -1.4914 0.124
H -3.0702 -0.5081 0.3153 0.122
H -1.7799 -0.8391 -0.8501 0.098
H -1.8275 1.3951 -1.3410 0.052
```

F_max, eV Å⁻¹: 1.42
HOMO-LUMO gap, eV: 9.74
DFT total energy, eV: -33930.904
Structure (SMILES): O=C(CCc1nnc(CCCCc2ccccc2)o1)N1CCCC[C@H]1CCO
Total charge: 0
HOMO energy, eV: -8.969

3.
Density functional theory data (ωB97M-V/def2-TZVPD) for a single C22H31N3O5S molecule at a distorted geometry.

Structure (XYZ):
```
62
Properties=species:S:1:pos:R:3:lowdin_charge:R:1
C 1.9442 -3.9078 -1.6083 0.031
C 1.3176 -4.5861 -0.6670 -0.152
C 0.6022 -3.9860 0.5134 -0.146
N 0.4987 -2.5430 0.4616 -0.040
C 1.3057 -1.7975 1.2390 0.037
C 1.3254 -0.4378 1.2780 -0.018
C 2.2918 0.1722 2.2511 -0.450
O 2.9610 -0.5365 2.9873 0.038
N 2.3564 1.5110 2.2155 0.087
C 3.0750 2.2822 3.1979 -0.169
C 2.1351 3.1985 3.9874 -0.143
C 1.0185 2.3948 4.6536 -0.234
O 1.6003 1.3980 5.4546 -0.154
C 0.7707 0.3000 5.7471 -0.281
C 1.6570 -0.8601 6.1723 -0.067
C 0.4205 0.3238 0.4439 -0.307
O 0.3559 1.5522 0.4067 0.042
C -0.4528 -0.5109 -0.3990 -0.038
C -1.3657 0.1258 -1.2439 0.020
C -2.1755 -0.6069 -2.0724 -0.255
S -3.3283 0.2434 -3.1519 0.668
O -4.1998 1.0501 -2.3521 -0.269
O -3.9131 -0.7432 -4.0205 -0.291
N -2.2927 1.2463 -3.9748 -0.270
C -1.5063 0.6155 -5.0108 -0.251
C -0.0269 0.5710 -4.6340 -0.063
C -2.6736 2.6346 -4.1187 -0.253
C -3.7970 2.8470 -5.1297 -0.071
C -2.0958 -1.9928 -2.0903 -0.027
C -1.2111 -2.6459 -1.2627 0.013
C -0.3821 -1.9194 -0.3935 -0.132
H 2.4486 -4.4061 -2.4169 0.060
H 1.9870 -2.8312 -1.6153 0.067
H 1.2989 -5.6672 -0.6812 0.102
H 1.1493 -4.2534 1.4232 0.133
H -0.3994 -4.4213 0.6017 0.130
H 1.9923 -2.3254 1.8888 0.147
H 1.7148 1.9948 1.5914 0.112
H 3.5486 1.5709 3.8779 0.118
H 3.8460 2.8834 2.7037 0.120
H 2.7157 3.7125 4.7528 0.114
H 1.6851 3.9407 3.3256 0.114
H 0.3831 1.9361 3.8796 0.116
H 0.3802 3.0585 5.2595 0.125
H 0.1922 0.0175 4.8523 0.115
H 0.0535 0.5636 6.5423 0.120
H 1.0507 -1.7322 6.4019 0.072
H 2.2344 -0.5817 7.0490 0.074
H 2.3430 -1.0927 5.3615 0.058
H -1.4153 1.2033 -1.2335 0.134
H -1.8937 -0.3978 -5.1416 0.110
H -1.6311 1.1497 -5.9573 0.119
H 0.5443 0.1003 -5.4299 0.074
H 0.3532 1.5773 -4.4783 0.075
H 0.1143 0.0060 -3.7161 0.061
H -3.0096 2.9611 -3.1335 0.110
H -1.7819 3.2032 -4.3970 0.123
H -4.0613 3.9002 -5.1772 0.076
H -3.4995 2.5171 -6.1228 0.069
H -4.6680 2.2754 -4.8193 0.073
H -2.7385 -2.5348 -2.7657 0.117
H -1.1521 -3.7205 -1.3052 0.108
```

F_max, eV Å⁻¹: 1.16
HOMO-LUMO gap, eV: 8.64
DFT total energy, eV: -48860.082
Structure (SMILES): C=CCn1cc(C(=O)NCCCOCC)c(=O)c2cc(S(=O)(=O)N(CC)CC)ccc21
Total charge: 0
HOMO energy, eV: -8.819

4.
Density functional theory data (ωB97M-V/def2-TZVPD) for a 4-piece molecular cluster, C22H31N3O7 overall at a distorted geometry.

Structure (XYZ):
```
63
Properties=species:S:1:pos:R:3:lowdin_charge:R:1
C -0.8263 0.6598 1.8632 0.038
C 0.0716 1.6548 1.1959 -0.522
O 1.1975 1.3856 0.9044 0.124
O -0.4191 2.8904 0.9236 -0.018
C -1.6560 2.8616 0.1438 -0.077
C -2.8528 2.9864 1.0738 -0.113
C -2.7297 3.8699 2.1462 -0.005
C -3.7502 4.0307 3.0715 -0.031
C -4.9146 3.2910 2.9253 0.004
C -5.0657 2.4218 1.8531 -0.075
C -4.0460 2.2624 0.9020 -0.033
C -4.2758 1.3218 -0.2236 -0.304
O -3.4250 0.9939 -1.0255 0.070
C -5.6203 0.7283 -0.3487 0.039
C -6.5715 0.8609 0.5692 0.039
C -6.3471 1.6512 1.7846 -0.343
O -7.1432 1.6650 2.6859 0.124
H -0.3041 -0.2735 2.0233 0.090
H -1.7038 0.4425 1.2565 0.077
H -1.2094 1.0266 2.8122 0.100
H -1.6582 1.9533 -0.4305 0.104
H -1.6061 3.7472 -0.4807 0.144
H -1.8138 4.4249 2.2757 0.123
H -3.6241 4.7064 3.9012 0.110
H -5.7061 3.3984 3.6493 0.120
H -5.8044 0.1505 -1.2402 0.125
H -7.5293 0.3835 0.4372 0.125
C 5.5397 1.0029 -1.4880 -0.070
N 4.8250 1.2868 -2.7241 0.010
C 3.5893 1.8313 -2.8741 -0.555
C 2.8397 2.1876 -1.6134 -0.016
O 3.1171 2.0091 -3.9880 0.018
H 6.4804 1.5562 -1.4741 0.086
H 5.7638 -0.0587 -1.4257 0.055
H 4.9523 1.2893 -0.6225 0.075
H 5.2741 1.0619 -3.5974 0.136
H 1.8745 2.6036 -1.8848 0.081
H 2.6764 1.3044 -1.0008 0.054
H 3.3897 2.9297 -1.0345 0.091
C 4.5321 -4.9546 -0.1915 -0.075
N 5.5397 -3.9191 -0.0617 0.007
C 5.3646 -2.5715 -0.0269 -0.544
C 3.9474 -2.0548 -0.1332 -0.006
O 6.3250 -1.8261 0.0881 0.027
H 4.5641 -5.6159 0.6761 0.084
H 4.7231 -5.5497 -1.0861 0.084
H 3.5403 -4.5219 -0.2651 0.060
H 6.5045 -4.1998 0.0148 0.139
H 3.9652 -0.9715 -0.0856 0.064
H 3.4969 -2.3565 -1.0802 0.087
H 3.3404 -2.4280 0.6929 0.085
C -0.0946 -3.5937 -1.0155 -0.074
N -1.2040 -3.5104 -0.0855 0.007
C -2.2767 -2.6731 -0.1293 -0.550
C -2.3550 -1.6925 -1.2723 -0.008
O -3.1339 -2.7217 0.7397 0.027
H -0.0470 -4.5939 -1.4510 0.084
H 0.8438 -3.3989 -0.4919 0.067
H -0.2046 -2.8689 -1.8146 0.075
H -1.2143 -4.1365 0.7041 0.137
H -3.2564 -1.1036 -1.1606 0.049
H -1.4960 -1.0201 -1.2572 0.085
H -2.3928 -2.2167 -2.2290 0.092
```

F_max, eV Å⁻¹: 1.28
HOMO-LUMO gap, eV: 7.48
DFT total energy, eV: -42120.209
Structure (SMILES): CC(=O)OCc1cccc2c1C(=O)C=CC2=O.CNC(C)=O.CNC(C)=O.CNC(C)=O
Total charge: 0
HOMO energy, eV: -8.997

Energy above the lowest of the compared OMol25 structures with the same formula, charge and spin for the records above, in order: 0.00 205.24 181.21 15.82 kJ/mol